# 1
Below is one molecule with the formula C5H6O, with properties calculated with ωB97M-V/def2-TZVPD.

Frontier orbital gap = 11.03 eV
SMILES = C#CC[C@H]1CO1
LUMO = 1.0 eV
Energy relative to the best compared isomer or geometry (same formula, charge and spin) = 82.6 kcal/mol

Geometry as XYZ:
```
12
Properties=species:S:1:pos:R:3:mulliken_charge:R:1
O 0.410 1.276 -1.523 -0.45
C -0.017 0.745 -0.264 -0.09
C 0.172 -0.976 1.790 -0.16
C -0.825 -0.791 1.131 -0.35
C -1.309 -0.053 -0.052 -0.42
C 1.069 0.130 -1.002 -0.37
H 0.172 1.396 0.589 0.43
H -1.529 -0.713 -0.897 0.26
H -2.179 0.586 0.128 0.28
H 0.841 -0.801 -1.525 0.21
H 1.108 -1.073 2.283 0.38
H 2.105 0.235 -0.681 0.27
```

---

# 2
Below is C25H25N10O12P2SZr as an isolated structure, with properties calculated with ωB97M-V/def2-TZVPD.

Frontier orbital gap = 8.15 eV
Total charge = +1
LUMO = -3.5 eV
Energy relative to the best compared isomer or geometry (same formula, charge and spin) = 0.0 kcal/mol

Geometry as XYZ:
```
76
Properties=species:S:1:pos:R:3:mulliken_charge:R:1
Zr -0.192 0.253 0.723 -0.15
S 2.184 1.260 2.670 0.97
P 2.584 1.023 -1.330 1.06
P -0.106 2.226 -1.931 0.42
O -6.451 -4.179 2.725 -0.56
O 3.857 1.449 -0.724 -0.91
O 1.770 2.243 1.668 -0.91
O -0.517 1.933 -0.478 -0.03
O 1.562 0.232 -0.517 -0.27
O 2.781 0.171 -2.670 -0.43
O -4.588 -5.257 2.855 -0.56
O 1.950 1.612 4.030 -0.71
O -0.402 1.208 -2.960 -1.09
O -0.477 -1.409 -0.507 -0.02
O 2.067 -2.209 1.460 -0.78
O -0.769 3.642 -2.238 -0.51
N 1.995 3.559 -0.769 0.03
N 0.068 -1.604 -2.687 0.08
N -5.251 -4.271 2.605 0.96
N 0.197 5.238 0.521 -0.74
N -2.570 0.105 0.318 0.77
N 0.954 -3.044 -1.101 -0.32
N 1.464 -0.138 2.208 0.25
N -1.264 -1.373 2.154 0.72
N -1.004 1.555 2.282 -0.38
N -1.069 3.995 2.243 -0.83
C -1.236 -3.064 3.839 -1.34
C 2.203 3.108 -3.186 -1.97
C -0.389 4.640 1.321 0.72
C 2.389 -1.108 1.873 0.50
C 1.692 2.563 -1.858 0.78
C 0.811 -2.197 -3.783 -1.14
C 6.158 -0.651 1.981 -0.60
C -4.534 -3.096 2.068 0.18
C -4.578 0.707 -0.841 -1.42
C 5.012 1.385 2.625 -0.80
C -2.490 -3.485 3.502 -0.64
C 3.785 -0.621 2.036 0.25
C 3.831 0.703 2.429 0.41
C -3.230 -0.940 0.871 -0.83
C 0.192 -2.000 -1.433 0.08
C -1.039 2.733 2.259 1.05
C -3.238 0.906 -0.494 -0.09
C -5.206 -2.336 1.187 -0.95
C -3.181 -2.815 2.472 0.68
C -2.532 -1.743 1.843 0.15
C -4.566 -1.218 0.573 1.01
C -5.242 -0.368 -0.320 -0.70
C 4.955 -1.321 1.805 -0.60
C 6.186 0.682 2.385 -0.55
C -0.650 -2.009 3.135 -0.20
H 7.090 -1.171 1.808 0.43
H 1.340 4.367 -0.708 0.56
H -0.683 -3.536 4.639 0.50
H 0.552 -1.665 -4.693 0.36
H 1.587 -3.437 -1.775 0.24
H 3.691 0.248 -2.985 0.42
H -6.277 -0.565 -0.568 0.49
H -0.340 -0.679 -2.821 0.35
H 0.342 -1.668 3.383 0.61
H -6.233 -2.574 0.945 0.54
H 5.027 2.417 2.947 0.54
H 0.538 -3.246 -3.912 0.32
H -1.052 3.733 -3.157 0.46
H 1.924 2.435 -3.994 0.38
H 1.778 4.093 -3.387 0.48
H -2.952 -4.310 4.021 0.58
H 2.955 3.888 -0.880 0.48
H -5.060 1.402 -1.513 0.49
H 1.888 -2.106 -3.629 0.35
H 1.201 -3.120 -0.121 0.27
H 7.138 1.178 2.517 0.44
H 1.957 3.117 0.168 0.18
H 4.919 -2.358 1.498 0.53
H -2.694 1.751 -0.887 0.48
H 3.292 3.199 -3.171 0.53
```

---

# 3
Below is C3H6N2O3 as an isolated structure, with properties calculated with ωB97M-V/def2-TZVPD.

Frontier orbital gap = 9.09 eV
LUMO = 0.0 eV
Energy relative to the best compared isomer or geometry (same formula, charge and spin) = 269.5 kcal/mol

Geometry as XYZ:
```
14
Properties=species:S:1:pos:R:3:mulliken_charge:R:1
O -0.975 -0.678 -0.290 -0.14
O -4.074 0.701 0.449 -0.46
O 2.997 1.307 -0.224 -0.44
N 0.210 -0.073 -0.336 -0.44
N -3.167 -0.103 -0.533 -0.35
C -1.963 0.281 -0.201 0.27
C 2.586 -0.108 0.107 -0.35
C 1.327 -0.797 0.219 0.01
H -1.536 1.379 0.297 0.28
H 3.187 -0.845 -0.710 0.24
H -4.896 0.054 -0.334 0.43
H 2.029 1.548 -0.120 0.37
H 1.287 -2.004 0.720 0.26
H 2.988 -0.662 0.956 0.30
```

---

# 4
Below is an isolated ion of composition C11H16FN2 and charge +1, with properties calculated with ωB97M-V/def2-TZVPD.

Frontier orbital gap = 7.49 eV
Total charge = +1
SMILES = C=NCC[NH2+]C/C(F)=C1\C=CC=CC1
LUMO = -3.0 eV
Energy relative to the best compared isomer or geometry (same formula, charge and spin) = 54.0 kcal/mol

Geometry as XYZ:
```
30
Properties=species:S:1:pos:R:3:mulliken_charge:R:1
F -0.298 1.986 -1.124 -0.41
N -2.199 1.172 0.300 0.19
N -0.955 -1.150 -0.506 -0.04
C 3.078 -0.415 1.269 -0.34
C 3.517 0.051 -0.969 -0.52
C 1.460 1.027 0.092 0.44
C 3.824 -0.579 0.141 -0.35
C -0.433 -2.276 -0.506 -0.29
C -2.856 -0.101 0.425 -0.81
C 2.413 0.935 -1.138 -0.42
C -2.396 -1.129 -0.565 -0.75
C 0.175 1.393 -0.071 0.36
C -0.897 1.292 0.968 -1.19
C 1.956 0.440 1.283 -0.57
H 0.623 -2.152 -0.551 0.25
H -2.708 1.954 0.467 0.37
H -1.092 -3.124 -0.302 0.24
H 4.526 -1.491 -0.042 0.26
H 3.198 -1.039 2.137 0.38
H 1.791 0.601 -2.019 0.34
H 4.111 0.033 -1.877 0.38
H -0.726 0.512 1.619 0.46
H -2.761 -2.097 -0.304 0.52
H -0.925 2.248 1.451 0.41
H -2.615 -0.435 1.438 0.33
H 2.806 1.927 -1.376 0.36
H -1.934 1.203 -0.663 0.32
H -3.909 0.067 0.404 0.46
H -2.675 -0.888 -1.629 0.25
H 1.431 0.593 2.257 0.38
```